No. 1
{
  "formula": "C38H34ClFIN3O13P",
  "method": "ωB97M-V with the def2-TZVPD basis set",
  "symbols": ["O", "C", "O", "C", "C", "N", "C", "C", "C", "C", "F", "N", "I", "C", "N", "P", "O", "Cl", "H", "H", "H", "H", "H", "H", "H", "H", "H", "H", "H", "H", "H", "H", "C", "C", "C", "O", "C", "C", "C", "O", "H", "H", "H", "H", "C", "C", "C", "O", "C", "C", "C", "O", "H", "H", "H", "H", "C", "C", "C", "O", "C", "C", "C", "O", "H", "H", "H", "H", "C", "C", "C", "O", "C", "C", "C", "O", "H", "H", "H", "H", "C", "C", "C", "O", "C", "C", "C", "O", "H", "H", "H", "H"],
  "xyz": [[-7.43985, -0.38238, 0.02533], [-6.80351, 0.31767, 1.00042], [-5.52867, 0.99612, 0.62866], [-4.57017, -0.12848, 0.37787], [-3.15003, 0.29722, 1.12962], [-2.14203, 0.90489, 0.15339], [-0.78312, 0.71502, 0.87660], [-0.28173, 2.28266, 1.17824], [0.65848, 2.56092, -0.13367], [0.94508, 4.13676, -0.47283], [2.29137, 4.18816, -1.14935], [-1.65310, 2.90574, 1.29340], [-1.81062, 4.88012, 1.83901], [-2.36092, 2.43106, 0.04721], [-3.05058, 3.12286, -0.93002], [-3.85286, 2.31887, -2.33380], [-2.83365, 2.59704, -3.74298], [-5.71678, 3.37332, -2.59647], [-7.27714, 0.40684, 2.09218], [-4.43531, -0.35635, -0.76721], [-5.06604, -1.09291, 0.87644], [-2.74387, -0.70464, 1.62548], [-3.44570, 1.05687, 1.98980], [-0.80009, 0.25421, 1.95169], [-0.04904, 0.15070, 0.12361], [0.42395, 2.23026, 2.11826], [0.17766, 2.07147, -1.09487], [1.68340, 1.99371, 0.05518], [0.16508, 4.44153, -1.32077], [0.93182, 4.85769, 0.44911], [-3.11540, 4.17578, -0.90114], [-1.85943, 2.64782, -3.44181], [1.94295, -2.06644, 4.27398], [2.05297, -2.52427, 5.52482], [1.73475, -1.66827, 6.68466], [1.83708, -2.08586, 7.82993], [1.28896, -0.28807, 6.40878], [1.17894, 0.16976, 5.15794], [1.49716, -0.68623, 3.99810], [1.39483, -0.26864, 2.85283], [2.17308, -2.68086, 3.41214], [2.37790, -3.53440, 5.74365], [1.05883, 0.32636, 7.27062], [0.85401, 1.17989, 4.93911], [-6.51961, 8.42604, -0.56082], [-5.47473, 7.63617, -0.82661], [-4.18602, 7.80953, -0.12775], [-3.22853, 7.08832, -0.37183], [-4.09728, 8.88788, 0.87678], [-5.14216, 9.67774, 1.14258], [-6.43086, 9.50438, 0.44372], [-7.38836, 10.22559, 0.68780], [-7.47166, 8.31284, -1.06483], [-5.52414, 6.84034, -1.56012], [-3.14523, 9.00108, 1.38080], [-5.09275, 10.47357, 1.87609], [4.48236, 0.07801, -4.42888], [4.09880, -0.18294, -3.17544], [3.34834, 0.80990, -2.38154], [2.99861, 0.57266, -1.23353], [3.03693, 2.10090, -3.02662], [3.42048, 2.36186, -4.28006], [4.17095, 1.36902, -5.07396], [4.52067, 1.60626, -6.22196], [5.03405, -0.63882, -5.02473], [4.31890, -1.12540, -2.68845], [2.48524, 2.81774, -2.43076], [3.20039, 3.30432, -4.76704], [3.26445, -6.34702, -3.12568], [3.65576, -5.37417, -2.29697], [3.43468, -3.95225, -2.62633], [3.79430, -3.06110, -1.86934], [2.76337, -3.64728, -3.90545], [2.37207, -4.62013, -4.73417], [2.59314, -6.04205, -4.40480], [2.23353, -6.93320, -5.16180], [3.41961, -7.39492, -2.89964], [4.14877, -5.58160, -1.35477], [2.60821, -2.59939, -4.13149], [1.87905, -4.41271, -5.67636], [3.76605, -9.55433, 0.96394], [3.38249, -9.81529, 2.21738], [2.63203, -8.82245, 3.01128], [2.28231, -9.05969, 4.15929], [2.32062, -7.53144, 2.36620], [2.70417, -7.27048, 1.11276], [3.45464, -8.26333, 0.31886], [3.80436, -8.02608, -0.82914], [4.31774, -10.27117, 0.36809], [3.60259, -10.75775, 2.70437], [1.76893, -6.81461, 2.96206], [2.48408, -6.32803, 0.62578]],
  "lowdin_charge": [-0.038, -0.117, -0.194, -0.160, -0.136, -0.070, -0.113, -0.314, -0.145, -0.124, -0.155, -0.470, 1.013, -0.240, -0.094, 0.697, -0.358, 0.176, 0.181, 0.127, 0.142, 0.151, 0.148, 0.117, 0.159, 0.162, 0.124, 0.137, 0.129, 0.088, 0.100, 0.077, 0.025, 0.033, -0.374, 0.123, 0.032, 0.018, -0.376, 0.068, 0.123, 0.128, 0.128, 0.116, 0.036, 0.020, -0.393, -0.007, 0.020, 0.035, -0.372, 0.125, 0.129, 0.110, 0.121, 0.130, 0.029, 0.019, -0.361, 0.080, 0.019, 0.032, -0.381, 0.109, 0.126, 0.092, 0.080, 0.125, 0.028, 0.017, -0.373, 0.076, 0.019, 0.028, -0.373, 0.113, 0.106, 0.110, 0.110, 0.125, 0.030, 0.029, -0.380, 0.109, 0.024, 0.025, -0.358, 0.079, 0.126, 0.127, 0.120, 0.116],
  "e_lumo_ev": -4.42,
  "total_charge": 1
}

***

No. 2
{
  "formula": "C6H6ClN3",
  "method": "ωB97M-V with the def2-TZVPD basis set",
  "symbols": ["C", "C", "C", "C", "C", "C", "N", "N", "N", "Cl", "H", "H", "H", "H", "H", "H"],
  "xyz": [[-1.99553, -0.51799, 0.04375], [-1.14363, -0.17180, -1.00849], [0.00060, 0.00954, 1.51238], [1.98971, 0.00961, 0.54393], [2.17890, 0.15593, 1.87126], [-1.42053, -0.07274, -2.48437], [0.15550, -0.03155, -0.87283], [0.65653, -0.06472, 0.35720], [0.93629, 0.04336, 2.47201], [-3.30166, 0.35517, 0.43097], [2.56721, -0.11556, -0.29980], [3.04699, 0.35623, 2.34358], [-0.55516, -0.33262, -3.05693], [-2.12431, -0.89026, -2.66110], [-1.88263, 0.90680, -2.63196], [0.89172, 0.36060, 3.44039]],
  "nbo_charge": [-0.080, 0.078, 0.193, -0.071, -0.093, -0.615, -0.310, -0.221, -0.550, 0.118, 0.229, 0.210, 0.247, 0.215, 0.228, 0.423],
  "e_lumo_ev": [-0.22, -0.22],
  "total_charge": 0,
  "de_lowest_kcal_mol": 107.7
}

***

No. 3
{
  "formula": "C5H4O2",
  "method": "ωB97M-V with the def2-TZVPD basis set",
  "symbols": ["C", "C", "C", "C", "C", "O", "O", "H", "H", "H", "H"],
  "xyz": [[-1.45766, -0.66374, -0.19812], [-1.44268, 0.78733, 0.08064], [-0.21506, -1.12324, -0.08249], [1.03129, -0.95683, 0.06538], [2.15453, -0.24330, -0.08131], [-0.47729, 1.51928, 0.28757], [2.09772, 1.07420, -0.15768], [-2.27865, -1.22968, -0.56807], [-2.44904, 1.21819, 0.16395], [3.17243, -0.62194, 0.09990], [1.11056, 1.28309, -0.15490]],
  "lowdin_spin": [0.372, 0.136, 0.227, 0.343, 0.448, 0.167, 0.261, 0.019, 0.005, 0.021, 0.000],
  "e_lumo_ev": [0.59, -2.66],
  "total_charge": 0,
  "s_squared": 2.02,
  "de_lowest_kcal_mol": 9.9,
  "spin_multiplicity": 3
}

***

No. 4
{
  "formula": "C20H19AlNO5S",
  "method": "ωB97M-V with the def2-TZVPD basis set",
  "symbols": ["Al", "O", "S", "O", "O", "O", "N", "C", "H", "C", "C", "C", "C", "C", "C", "C", "C", "C", "C", "C", "C", "C", "C", "C", "H", "H", "H", "H", "H", "H", "H", "H", "H", "H", "C", "C", "C", "O", "C", "H", "H", "H", "H", "H", "H", "H", "H"],
  "xyz": [[0.28992, 0.68227, 0.63004], [0.98893, 3.21918, -1.60847], [1.25016, 2.89676, -0.13010], [1.90564, 4.00993, 0.45365], [1.92868, 1.58753, -0.04521], [-0.08526, 2.53036, 0.49206], [0.08712, 0.98400, -2.39333], [0.04796, 0.26656, -1.48480], [0.63800, 2.34697, -2.08593], [0.70841, -0.47107, 2.01537], [0.74051, -1.66066, 2.36002], [0.77103, -2.99077, 2.74974], [2.05354, -3.67213, 2.82629], [3.19729, -3.12726, 2.20797], [4.43530, -3.73691, 2.29770], [4.60374, -4.92194, 3.00610], [3.49450, -5.46811, 3.63932], [2.25228, -4.86006, 3.55807], [-0.51957, -3.63028, 2.98806], [-1.61966, -2.87396, 3.44013], [-2.87741, -3.43053, 3.60198], [-3.10201, -4.77529, 3.32881], [-2.03139, -5.54466, 2.88748], [-0.77295, -4.99022, 2.72014], [3.09518, -2.20347, 1.65199], [5.28406, -3.27988, 1.80082], [5.57340, -5.39947, 3.07095], [3.59793, -6.37832, 4.22047], [1.42431, -5.29657, 4.10014], [-1.45172, -1.82942, 3.67748], [-3.69335, -2.81306, 3.96492], [-4.08379, -5.21281, 3.46051], [-2.18214, -6.59278, 2.65320], [0.02754, -5.60792, 2.33585], [-3.57440, 0.18629, 2.08501], [-3.66312, -0.74730, 0.87555], [-2.20823, -0.91035, 0.49210], [-1.66732, 0.42617, 0.67947], [-2.36967, 1.07491, 1.77846], [-3.38118, -0.40428, 2.97835], [-4.47994, 0.76955, 2.24498], [-4.21544, -0.27992, 0.05767], [-4.12600, -1.70190, 1.12070], [-2.03450, -1.17892, -0.54583], [-1.68189, -1.60074, 1.15332], [-2.63582, 2.06867, 1.42354], [-1.68764, 1.15534, 2.62541]],
  "lowdin_charge": [0.048, -0.167, 0.487, -0.227, -0.240, -0.218, 0.036, -0.077, 0.016, -0.008, -0.160, -0.205, -0.188, -0.043, -0.116, -0.141, -0.123, -0.065, -0.191, -0.070, -0.125, -0.137, -0.115, -0.056, 0.100, 0.091, 0.080, 0.089, 0.097, 0.103, 0.089, 0.082, 0.091, 0.103, -0.137, -0.137, -0.137, -0.217, -0.128, 0.098, 0.112, 0.117, 0.115, 0.119, 0.109, 0.128, 0.122],
  "e_lumo_ev": 2.65,
  "total_charge": -1,
  "de_lowest_kcal_mol": 7.9
}

***

No. 5
{
  "formula": "C5H8O",
  "method": "ωB97M-V with the def2-TZVPD basis set",
  "symbols": ["C", "C", "C", "C", "C", "O", "H", "H", "H", "H", "H", "H", "H", "H"],
  "xyz": [[-1.67773, 0.30063, 0.17630], [-0.53672, -0.57992, -0.28256], [0.76920, -0.05064, -0.94261], [1.24741, 0.69740, 0.28539], [0.65824, -0.89035, 0.58873], [1.44734, -1.30734, -0.52054], [-1.34514, 1.18804, 0.71861], [-2.26812, 0.63123, -0.68308], [-2.34974, -0.25662, 0.83829], [-0.88981, -1.47742, -0.79527], [0.91544, 0.22428, -1.98396], [0.73501, 1.62136, 0.60644], [2.34329, 0.79558, 0.38678], [0.95132, -0.89624, 1.60749]],
  "nbo_charge": [-0.624, -0.234, 0.077, -0.460, 0.089, -0.518, 0.211, 0.217, 0.218, 0.215, 0.178, 0.194, 0.210, 0.226],
  "e_lumo_ev": 1.13,
  "total_charge": 0,
  "de_lowest_kcal_mol": 94.1
}

***

No. 6
{
  "formula": "C4H12N2O2",
  "method": "ωB97M-V with the def2-TZVPD basis set",
  "symbols": ["C", "C", "N", "C", "O", "O", "H", "H", "H", "H", "H", "H", "H", "C", "N", "H", "H", "H", "H", "H"],
  "xyz": [[-1.73744, -1.30197, -1.27336], [0.15668, 2.09153, -0.12005], [-1.51876, -1.28023, 0.15845], [0.85350, 0.77239, -0.30022], [-1.97546, -0.07107, 0.77182], [1.21067, 0.35768, -1.37789], [-2.78129, -0.26772, 1.26581], [-2.72100, -0.90224, -1.51743], [-1.69519, -2.33717, -1.60533], [-0.98194, -0.73499, -1.82454], [-0.07948, 2.53989, -1.08212], [-0.77751, 1.90021, 0.40693], [0.72917, 2.77473, 0.50026], [1.50540, 0.19883, 1.02343], [2.36563, -0.94729, 0.80204], [3.25668, -0.64928, 0.41664], [1.95876, -1.55656, 0.09741], [0.70464, -0.06674, 1.72278], [2.08087, 0.99600, 1.50257], [-0.55393, -1.51602, 0.43281]],
  "nbo_charge": [-0.442, -0.742, -0.360, 0.593, -0.609, -0.561, 0.475, 0.205, 0.205, 0.191, 0.232, 0.259, 0.230, -0.335, -0.824, 0.360, 0.359, 0.205, 0.213, 0.344],
  "e_lumo_ev": 0.77,
  "total_charge": 0,
  "de_lowest_kcal_mol": 83.9,
  "smiles": "CC(=O)CN.CNO"
}

***

Number 1: calculated total energy -3809.27159 a.u.. Number 2: calculated total energy -856.48319 a.u.. Number 3: calculated total energy -343.19989 a.u.. Number 4: calculated total energy -1845.23138 a.u.. Number 5: calculated total energy -270.40788 a.u.. Number 6: calculated total energy -419.51473 a.u..